The following is a DFT calculation (the ωB97M-V functional and the def2-TZVPD basis) of the molecule C2H7BO3 at a distorted geometry.

The geometry in XYZ format:
```
13
Properties=species:S:1:pos:R:3:nbo_charge:R:1
O -1.227 1.553 1.766 -0.719
C -1.131 0.781 0.585 -0.008
C 0.487 0.305 0.422 -0.802
B 0.759 -0.641 -0.838 1.125
O 1.582 -1.690 -0.841 -0.905
O 0.210 -0.373 -2.124 -0.932
H -0.667 1.300 2.441 0.472
H -1.365 1.286 -0.263 0.180
H -1.712 -0.216 0.504 0.151
H 1.177 1.068 0.391 0.232
H 0.926 -0.205 1.303 0.220
H 1.517 -2.344 -1.617 0.500
H 0.764 -0.596 -2.879 0.485
```

Output
2S+1: 1
DFT total energy (Eh): -331.02736
HOMO energy (eV): -10.20
SMILES: OCCB(O)O
ΔE to the lowest compared entry with this formula, charge and spin (kcal per mole): 57.02